# 1
{"formula": "C3H10OS2", "method": "ωB97M-V/def2-TZVPD", "elements": ["C", "H", "O", "C", "H", "H", "S", "H", "H", "H", "S", "C", "H", "H", "H", "H"], "positions_angstrom": [[-2.2994, -0.1122, -1.6348], [-3.9768, 0.3151, -0.2832], [-2.7288, 0.2725, -2.9432], [4.3661, 0.1655, 2.7253], [4.9795, -0.6146, 3.1468], [-1.6303, -0.9735, -1.6827], [3.8633, -0.4395, 1.1102], [-4.3392, -0.7492, -1.5547], [-3.3034, -1.3695, -0.2090], [-2.0204, 0.8111, -3.3447], [2.3210, 0.9315, 0.7479], [-3.5400, -0.5204, -0.8296], [5.0061, 1.0574, 2.6386], [3.5041, 0.3630, 3.3408], [1.6299, 0.0941, -0.0360], [-1.8316, 0.7688, -1.1917]], "forces_ev_per_a": [[-0.8, 0.3, 0.0], [0.3, -0.1, 0.4], [0.6, 0.3, -0.4], [0.5, 0.5, -0.4], [0.1, -0.3, 0.3], [0.3, 0.2, -0.1], [-0.1, 0.1, -0.2], [0.4, -0.5, 0.2], [-0.3, -0.2, 0.4], [-0.6, -0.5, 0.2], [0.2, 0.0, -0.1], [-0.3, 0.6, -1.1], [-0.4, -0.2, 0.0], [-0.2, 0.0, 0.3], [-0.1, 0.0, 0.1], [0.4, -0.3, 0.3]], "e_tot_ev": -26990.390, "smiles": "CCO.CSS", "de_lowest_kcal_mol": 20.8, "e_homo_ev": -8.4, "lumo_ev": 0.4}


# 2
{"formula": "C2H3Cl2FS", "method": "ωB97M-V/def2-TZVPD", "elements": ["Cl", "H", "H", "S", "F", "H", "C", "C", "Cl"], "positions_angstrom": [[-2.3279, 0.6248, -1.9448], [1.7043, 0.3371, 1.5254], [0.8183, -0.7574, 0.4659], [0.6236, 1.3894, -0.3270], [-2.1172, 0.3994, 0.6625], [2.4684, -0.3501, 0.0847], [1.5481, 0.0269, 0.4526], [-1.5468, 0.0208, -0.4671], [-1.1708, -1.6909, -0.4521]], "forces_ev_per_a": [[0.2, -0.4, 1.0], [-0.1, -0.1, -1.0], [0.1, -0.7, 0.2], [1.6, 0.1, 0.1], [-0.5, 0.1, 0.0], [0.9, 0.3, -0.8], [-1.7, 0.9, 1.6], [0.0, -0.4, -0.9], [-0.5, 0.2, -0.2]], "e_tot_ev": -40716.507, "multiplicity": 3, "de_lowest_kcal_mol": 0.0, "e_homo_ev": [-7.5, -9.4], "lumo_ev": [0.7, -2.4]}